[1]
Computed, not measured: a molecular structure, C18H41AuOP3Se at a distorted geometry, with ωB97M-V with the def2-TZVPD basis set.

```
65
C18H41AuOP3Se (ωB97M-V with the def2-TZVPD basis set)
Au 0.005 0.747 -0.229
P 2.498 1.470 0.597
P -0.661 0.584 2.091
P 1.006 -0.916 -1.718
H -3.683 -2.801 0.633
C -2.900 -3.355 0.087
C -1.865 -3.939 0.738
H -1.771 -3.880 1.833
C 2.671 3.232 0.056
C 2.947 1.557 2.360
C 4.003 0.704 -0.055
C -2.301 -0.228 2.172
C 0.200 -0.222 3.495
C -0.952 2.281 2.690
C -0.278 -2.086 -2.297
C 2.405 -2.030 -1.383
C 1.531 0.022 -3.189
H -2.996 -3.409 -1.010
H -1.087 -4.499 0.195
H 3.623 3.679 0.402
H 1.817 3.807 0.453
H 2.624 3.260 -1.046
H 3.881 2.129 2.442
H 3.122 0.543 2.750
H 2.175 2.041 2.971
H 4.871 1.297 0.258
H 3.993 0.646 -1.146
H 4.106 -0.309 0.352
H -2.800 0.092 3.097
H -2.210 -1.326 2.173
H -2.912 0.059 1.305
H 0.383 0.511 4.294
H 1.153 -0.693 3.222
H -0.457 -1.003 3.904
H -1.520 2.256 3.627
H -1.514 2.843 1.934
H -0.005 2.808 2.865
H 0.128 -2.680 -3.129
H -1.154 -1.512 -2.638
H -0.600 -2.774 -1.495
H 2.227 -2.955 -1.943
H 2.516 -2.277 -0.322
H 3.353 -1.605 -1.733
H 1.579 -0.640 -4.061
H 2.515 0.484 -3.032
H 0.807 0.823 -3.379
C -2.511 2.282 -2.013
C -3.437 1.255 -1.709
C -4.647 1.174 -2.436
C -4.908 2.055 -3.503
C -3.916 2.983 -3.888
C -2.706 3.042 -3.192
Se -1.058 2.933 -0.996
H -0.614 -0.831 -0.122
H -3.247 0.572 -0.886
H -5.417 0.433 -2.182
H -5.864 2.023 -4.058
H -4.096 3.674 -4.724
H -1.923 3.748 -3.479
C 1.980 -3.196 2.283
O 2.919 -2.111 2.122
H 1.283 -2.965 3.106
H 2.568 -4.098 2.525
H 1.413 -3.367 1.351
H 3.708 -2.342 2.609
```

Its spin multiplicity is 3. The value obtained for the gap between HOMO and LUMO (spin up / spin down) is 0.26650 / 0.16631 Ha. The HOMO energy (spin up / spin down) comes out at -17.49 / -17.48 eV. As for the expectation value of S²: 2.03. The value obtained for the energy above the lowest of the compared OMol25 structures with the same formula, charge and spin is 0.3277 eV. The total energy is -4345.7557 Ha. The charge is +3.

[2]
Computed, not measured: a molecular structure, C2H2N3O2S2 at a distorted geometry, with ωB97M-V with the def2-TZVPD basis set.

```
11
C2H2N3O2S2 (ωB97M-V with the def2-TZVPD basis set)
C -1.294 1.337 0.500
C -0.042 -0.238 -0.129
N -1.319 0.074 0.238
N 0.739 0.830 -0.163
N 0.046 1.827 0.255
O 0.818 -2.754 1.458
O -0.279 -2.477 -1.446
S 2.408 -1.489 -1.285
S 0.686 -1.788 -0.569
H -2.271 1.967 0.759
H 0.506 2.709 0.382
```

The value obtained for the gap between HOMO and LUMO (spin up / spin down) is 0.26784 / 0.27671 Ha. The HOMO energy (spin up / spin down) comes out at -4.13 / -4.38 eV. The value obtained for the energy above the lowest of the compared OMol25 structures with the same formula, charge and spin is 4.8110 eV. The total energy is -1188.4109 Ha. The charge is -1.

[3]
Computed, not measured: a molecular structure, C6H15IrN3S4, with ωB97M-V with the def2-TZVPD basis set.

```
29
C6H15IrN3S4 (ωB97M-V with the def2-TZVPD basis set)
Ir 0.140 0.436 -0.099
C -0.752 -2.364 -0.370
C -0.653 -2.180 1.133
N -0.642 -0.723 1.492
C 0.240 -0.417 2.655
C 1.708 -0.503 2.222
N 1.849 -0.351 0.720
C 2.308 -1.636 0.059
C 1.583 -1.851 -1.251
N 0.157 -1.434 -1.109
H -1.763 -2.130 -0.703
H -0.543 -3.399 -0.645
H 0.243 -2.636 1.546
H -1.500 -2.666 1.617
H -1.591 -0.440 1.727
H 0.040 -1.089 3.491
H 0.000 0.596 2.970
H 2.159 -1.453 2.501
H 2.284 0.279 2.712
H 2.561 0.356 0.552
H 2.120 -2.451 0.752
H 3.385 -1.595 -0.099
H 1.666 -2.890 -1.574
H 2.011 -1.222 -2.032
H -0.221 -1.352 -2.050
S 0.820 1.508 -2.008
S 1.006 3.514 -1.762
S 0.201 3.997 0.039
S -0.642 2.306 0.791
```

Its spin multiplicity is 2. The value obtained for the gap between HOMO and LUMO (spin up / spin down) is 0.24787 / 0.26492 Ha. The HOMO energy (spin up / spin down) comes out at -14.91 / -16.14 eV. As for the expectation value of S²: 0.77. The total energy is -2098.4379 Ha. The charge is +2.

[4]
Computed, not measured: a molecular structure, C11H14N2NiO5SSeTe, with ωB97M-V with the def2-TZVPD basis set.

```
36
C11H14N2NiO5SSeTe (ωB97M-V with the def2-TZVPD basis set)
Ni 2.439 0.012 -0.446
S 3.959 -0.879 2.396
C 3.284 -0.397 1.109
C 0.825 2.722 -3.581
N 1.708 2.379 -2.484
C 1.480 2.694 -1.204
N 0.565 3.692 -0.941
O 2.022 2.109 -0.250
H 0.699 1.831 -4.194
H 1.222 3.537 -4.193
H -0.163 3.001 -3.213
H 2.283 1.529 -2.600
H 0.428 4.419 -1.620
H 0.551 3.971 0.025
C -1.694 0.314 0.892
Te -0.231 -0.613 -0.416
C 0.066 -1.767 1.365
C -1.275 -1.837 2.041
C -1.651 -2.881 2.877
C -2.925 -2.923 3.430
C -3.833 -1.913 3.144
C -3.456 -0.856 2.325
C -2.178 -0.800 1.780
H -2.506 0.784 0.338
H -1.178 1.081 1.474
H 0.806 -1.256 1.980
H 0.456 -2.745 1.090
H -0.944 -3.677 3.082
H -3.212 -3.750 4.067
H -4.837 -1.953 3.548
H -4.163 -0.065 2.101
O 0.904 -0.528 -3.445
Se 2.281 -1.194 -2.867
O 3.292 0.073 -2.385
O 1.977 -1.882 -1.346
O 3.000 -2.232 -3.880
```

Its spin multiplicity is 2. The value obtained for the gap between HOMO and LUMO (spin up / spin down) is 0.26724 / 0.25786 Ha. The HOMO energy (spin up / spin down) comes out at -4.74 / -4.49 eV. As for the expectation value of S²: 0.90. The value obtained for the energy above the lowest of the compared OMol25 structures with the same formula, charge and spin is 0.0000 eV. The total energy is -5489.2172 Ha. The charge is -1.

[5]
Computed, not measured: 4 unconnected molecules or ions with the total composition C16H38BN2O4 at a distorted geometry, with ωB97M-V with the def2-TZVPD basis set.

```
61
C16H38BN2O4 (ωB97M-V with the def2-TZVPD basis set)
C -4.051 4.241 4.241
B -3.073 3.136 3.685
O -2.481 2.240 4.525
N -2.840 3.076 2.192
C -2.742 1.882 1.500
C -2.558 2.282 0.224
N -2.554 3.634 0.187
C -2.715 4.127 1.411
H -3.533 4.969 4.866
H -4.820 3.703 4.799
H -4.565 4.792 3.451
H -3.102 1.515 4.689
H -2.794 0.886 1.890
H -2.430 1.654 -0.640
H -2.457 4.234 -0.619
H -2.749 5.147 1.744
C 0.958 -1.190 1.747
C -0.116 -0.547 0.890
O 0.056 -0.729 -0.498
C 0.053 -2.076 -0.959
C -1.237 -2.820 -0.671
H 1.944 -0.838 1.440
H 0.804 -0.939 2.797
H 0.953 -2.277 1.657
H -0.093 0.534 1.054
H -1.116 -0.890 1.196
H 0.914 -2.617 -0.554
H 0.199 -2.025 -2.037
H -1.413 -2.939 0.400
H -1.202 -3.813 -1.118
H -2.092 -2.280 -1.087
C -0.660 -6.244 -5.093
C -0.810 -5.009 -4.222
O 0.396 -4.591 -3.606
C 1.455 -4.236 -4.478
C 1.126 -3.078 -5.405
H -0.221 -7.062 -4.522
H -1.632 -6.559 -5.471
H -0.012 -6.057 -5.951
H -1.499 -5.231 -3.406
H -1.256 -4.183 -4.789
H 1.789 -5.109 -5.048
H 2.287 -3.951 -3.833
H 0.325 -3.327 -6.101
H 2.004 -2.802 -5.990
H 0.804 -2.207 -4.830
C 1.491 3.060 2.934
C 2.840 2.406 3.195
O 3.345 1.680 2.093
C 3.580 2.418 0.906
C 4.593 3.537 1.068
H 0.765 2.313 2.600
H 1.120 3.533 3.844
H 1.558 3.826 2.158
H 2.733 1.683 4.004
H 3.571 3.147 3.536
H 2.635 2.802 0.502
H 3.957 1.698 0.180
H 4.245 4.309 1.757
H 4.789 4.012 0.106
H 5.533 3.148 1.461
```

The value obtained for the gap between HOMO and LUMO is 0.28478 Ha. The HOMO energy comes out at -11.25 eV. The total energy is -1067.5415 Ha. The charge is +1.

[6]
Computed, not measured: a molecular structure, C12H23N2O6Pt at a distorted geometry, with ωB97M-V with the def2-TZVPD basis set.

```
44
C12H23N2O6Pt (ωB97M-V with the def2-TZVPD basis set)
Pt -1.492 0.334 0.235
C 2.166 1.701 3.822
N 0.839 1.145 3.592
C -0.176 1.490 4.586
C 0.495 0.484 2.496
O -0.668 0.068 2.312
C 1.608 0.203 1.475
O 1.109 -0.311 0.259
C 1.153 -1.703 0.036
C -0.248 -2.279 -0.189
O -1.269 -1.739 0.305
N -0.346 -3.397 -0.886
C 0.789 -4.092 -1.483
C -1.661 -3.961 -1.196
H 2.347 1.736 4.894
H 2.234 2.717 3.429
H 2.945 1.093 3.371
H 0.147 1.150 5.569
H -1.113 1.011 4.329
H -0.323 2.571 4.607
H 2.332 -0.485 1.918
H 2.110 1.137 1.222
H 1.603 -2.234 0.881
H 1.763 -1.872 -0.852
H 1.677 -4.042 -0.859
H 1.017 -3.690 -2.472
H 0.525 -5.140 -1.600
H -2.437 -3.362 -0.737
H -1.721 -4.980 -0.818
H -1.803 -3.972 -2.277
C 0.279 2.538 -3.040
C -0.981 1.942 -2.444
C -2.138 1.892 -3.424
O -0.722 0.596 -1.977
C -1.451 2.868 -1.250
O -1.527 4.050 -1.457
O -1.759 2.262 -0.143
H 0.588 1.969 -3.919
H 1.098 2.536 -2.314
H 0.087 3.568 -3.326
H -1.853 1.338 -4.321
H -2.423 2.903 -3.703
H -2.999 1.396 -2.972
H 0.198 0.560 -1.677
```

The value obtained for the gap between HOMO and LUMO (spin up / spin down) is 0.27917 / 0.27915 Ha. The HOMO energy (spin up / spin down) comes out at -11.94 / -11.94 eV. The value obtained for the energy above the lowest of the compared OMol25 structures with the same formula, charge and spin is 1.2320 eV. The total energy is -1151.0490 Ha. The charge is +1.

Question: Among the records above, which one has the highest total energy?
Answer: C16H38BN2O4

Question: Which value of total energy does entry 6 give?
Answer: -1151.0490 Ha

Question: Among the records above, which one has the highest charge?
Answer: C18H41AuOP3Se